# 1
This record from the OMol25 dataset describes 2 unconnected molecules or ions with the total composition C5H11NOS at a distorted geometry. The level of theory is wB97M-V/def2-TZVPD.

- net charge = 0
- ΔE to the lowest compared entry with this formula, charge and spin (eV) = 4.0187
- gap between HOMO and LUMO (eV) = 10.1
- molecular weight (g mol⁻¹) = 133.216
- HOMO level (eV) = -9.26

The geometry in XYZ format:
```
19
Properties=species:S:1:pos:R:3:forces:R:3
C 2.191426 -0.273679 -1.043147 -1.88 1.34 -1.15
C -1.279843 -0.311128 -1.005929 -0.72 -1.99 -0.01
C -1.354859 0.361740 0.115116 1.10 1.58 0.74
C -1.516814 -0.393688 1.406043 -1.01 -2.20 0.45
C -1.142575 1.914066 0.122960 -0.48 -0.79 1.54
N 2.830860 -1.512740 -0.838130 -0.57 -3.32 -0.94
O 2.137759 -0.714716 1.570864 0.70 0.41 -0.37
S 3.085179 -0.453316 0.454351 -1.37 -0.67 1.78
H 1.063081 -0.264810 -1.051783 1.37 0.30 0.53
H 2.653688 0.328589 -1.797691 0.06 0.48 -0.49
H -1.366710 -1.416666 -0.986853 0.03 0.73 -0.07
H -2.571153 -0.845131 1.489370 1.23 1.05 -0.04
H -0.898840 -1.334358 1.483454 -0.23 1.01 -0.57
H -1.276927 0.112108 2.326229 -0.12 0.64 0.13
H -0.730510 2.213917 1.127172 -0.39 -0.22 -0.99
H -0.492248 2.328896 -0.642842 0.15 -0.48 -0.18
H -2.105423 2.417287 0.000089 -0.02 0.00 0.17
H 2.097888 -2.299114 -0.778173 1.79 1.48 0.65
H -1.323982 0.142741 -1.951097 0.35 0.65 -1.18
```
Forces are in eV/Å.

# 2
This record from the OMol25 dataset describes a molecular structure, C42H74FGeN6O4Si4Tc at a distorted geometry. The level of theory is wB97M-V/def2-TZVPD.

- net charge = -1
- gap between HOMO and LUMO (spin up / spin down) (eV) = 5.5 / 5.9
- ⟨S²⟩ = 3.9249
- spin multiplicity = 4
- molecular weight (g mol⁻¹) = 1029.044
- HOMO level (spin up / spin down) (eV) = -3.10 / -4.66

The geometry in XYZ format:
```
133
Properties=species:S:1:pos:R:3:forces:R:3
Tc 0.935011 0.233267 0.535327 2.19 0.27 0.18
C 1.589795 4.870394 -1.837216 0.02 -0.09 0.05
C 1.951746 3.473767 -1.322517 0.12 0.05 -0.08
C 2.727891 2.663074 -2.364672 -0.13 0.03 0.11
C 2.730949 3.571336 -0.024625 -0.13 -0.09 0.00
C 3.957777 4.219843 -0.021608 0.04 0.07 0.03
C 4.700896 4.326572 1.139242 -0.02 -0.01 -0.01
C 4.191200 3.796032 2.310294 0.04 0.07 0.01
C 2.961184 3.141089 2.360138 -0.01 0.02 0.05
C 2.590910 2.581541 3.734779 -0.19 -0.24 -0.19
C 2.979248 1.099364 3.817977 0.04 0.22 0.11
C 1.147582 2.793106 4.191637 0.17 0.05 0.02
C 2.234187 2.994132 1.159321 0.08 0.35 -0.04
N 1.005803 2.280452 1.072973 -0.20 -0.65 0.16
C -0.118591 3.033574 1.224871 -0.15 0.26 0.05
C -0.118028 4.407809 1.580653 0.08 -0.22 -0.07
C -1.281031 5.122365 1.785551 -0.14 0.05 -0.01
C -2.525765 4.529550 1.626459 0.05 0.07 -0.02
C -2.572112 3.196110 1.244930 -0.10 -0.07 -0.04
C -1.407367 2.494321 1.055310 0.16 0.10 0.13
F -1.504415 1.163767 0.697991 -0.07 0.00 -0.04
H 0.944242 4.799067 -2.715118 0.03 0.01 0.00
H 2.482542 5.433336 -2.120043 0.01 0.02 -0.01
H 1.062844 5.432900 -1.064281 -0.04 0.05 -0.04
H 1.028880 2.932211 -1.125773 0.11 0.08 0.02
H 3.703421 3.111162 -2.567334 0.03 0.00 -0.02
H 2.166663 2.613035 -3.300547 -0.01 -0.04 -0.01
H 2.866422 1.645193 -1.997083 0.06 -0.02 -0.08
H 4.336878 4.648848 -0.941709 0.00 -0.03 -0.03
H 5.664536 4.820808 1.134104 0.00 0.01 0.01
H 4.765038 3.891337 3.226214 -0.01 -0.01 0.01
H 3.218514 3.120799 4.451445 0.01 0.00 -0.05
H 2.492938 0.540368 3.020489 0.00 -0.10 0.00
H 2.706625 0.685652 4.794505 -0.01 -0.03 -0.01
H 4.056682 0.985351 3.688927 0.00 -0.08 -0.04
H 0.446463 2.244676 3.569170 -0.08 0.01 -0.05
H 0.875456 3.846944 4.151134 -0.09 0.00 0.00
H 1.039495 2.451399 5.224630 0.00 0.01 0.00
H 0.836926 4.895650 1.714513 0.03 0.02 0.00
H -1.216261 6.163714 2.078633 0.03 0.00 -0.02
H -3.438752 5.087610 1.780682 -0.01 -0.01 0.00
H -3.520038 2.703118 1.090629 0.04 -0.03 0.00
N 0.050773 -0.376309 2.506448 0.12 0.00 -0.55
N 0.541828 -1.588960 3.091684 -0.01 -0.23 0.20
C 1.107743 -2.423059 2.110667 0.21 -0.10 -0.55
N 1.783858 -3.521558 2.594134 -0.14 0.00 0.06
N 1.085544 -1.997163 0.862315 -0.12 0.51 0.56
N 1.573203 -2.724376 -0.145634 0.11 -0.25 -0.38
O 1.724604 -2.109841 -1.235101 -0.21 -0.05 -0.29
O 1.858570 -3.972849 -0.007400 0.00 -0.08 0.20
H -0.217237 0.238576 3.267354 0.14 0.15 -0.01
H -0.824645 -0.652113 2.038707 -0.14 0.08 0.24
H 1.244201 -1.363669 3.791468 0.06 0.11 -0.07
H 1.284909 -4.027992 3.315171 -0.06 0.07 0.00
H 2.031590 -4.107557 1.789542 0.05 -0.04 -0.02
C -3.417057 -0.665551 3.939914 0.11 0.06 -0.50
Si -3.383776 -2.268684 2.896581 -0.25 -0.17 0.92
C -2.349988 -3.476601 3.952644 0.05 0.00 -0.46
C -5.172059 -2.926045 3.040819 0.13 0.08 -0.41
Si -2.643325 -2.078874 0.632357 -0.12 -0.10 0.30
Si -2.212249 -4.260923 -0.118618 -0.02 -1.06 -0.28
C -3.868490 -5.214018 -0.060009 -0.01 0.38 0.07
C -1.034958 -5.296082 0.948755 -0.03 0.41 0.10
C -1.568065 -4.386897 -1.885822 -0.01 0.43 0.16
Si -4.395136 -0.999345 -0.482096 -1.04 0.42 -0.38
C -5.859113 -2.177037 -0.830802 0.38 -0.20 0.12
C -4.024247 -0.133383 -2.119854 0.33 -0.19 0.19
C -5.200790 0.306369 0.645924 0.33 -0.17 0.09
H -3.628394 -0.889001 4.987342 -0.02 -0.16 -0.01
H -4.188719 0.021010 3.585510 0.02 0.03 -0.02
H -2.471462 -0.120010 3.910749 0.03 0.02 0.01
H -2.516042 -3.326742 5.021464 -0.14 0.10 -0.02
H -1.285849 -3.339283 3.761132 0.06 0.00 0.03
H -2.602714 -4.512808 3.714860 0.00 0.00 -0.01
H -5.461255 -3.118951 4.076244 0.14 0.06 0.08
H -5.287627 -3.858300 2.483273 -0.01 -0.01 0.01
H -5.884149 -2.210329 2.622999 -0.02 -0.01 0.00
H -4.240734 -5.281359 0.965440 -0.01 -0.01 0.01
H -3.757365 -6.232376 -0.439464 0.17 0.00 -0.02
H -4.638339 -4.720520 -0.655682 -0.01 -0.02 0.02
H -1.170016 -5.118559 2.017949 0.00 -0.03 -0.02
H -0.002512 -5.061817 0.686653 0.06 0.06 0.00
H -1.191405 -6.361655 0.763881 -0.13 0.02 -0.09
H -2.138337 -3.752801 -2.567774 0.00 0.00 -0.02
H -1.596420 -5.413766 -2.256370 -0.07 -0.06 0.13
H -0.531762 -4.045529 -1.910734 0.06 0.06 -0.03
H -5.617538 -2.905793 -1.607459 0.00 -0.01 -0.01
H -6.740743 -1.622185 -1.159181 0.07 0.15 -0.01
H -6.133456 -2.731741 0.069941 -0.01 -0.03 -0.01
H -3.496025 -0.802486 -2.801196 0.03 0.02 0.00
H -3.369003 0.722284 -1.949493 0.03 -0.01 -0.01
H -4.932397 0.219559 -2.613508 -0.12 -0.05 0.14
H -5.455022 -0.106106 1.624661 -0.03 -0.01 -0.01
H -6.116851 0.702784 0.203103 0.00 -0.07 -0.12
H -4.523098 1.141081 0.811482 0.00 0.00 0.04
C 0.085240 1.525167 -7.662463 0.04 0.00 0.10
C -0.092340 1.045215 -6.246666 -0.02 -0.07 -0.06
C 0.192043 -0.266432 -5.901261 -0.10 0.06 0.06
C 0.090134 -0.733433 -4.592399 -0.08 0.14 -0.01
C 0.368069 -2.188328 -4.357356 -0.03 0.05 0.20
C -0.287488 0.161111 -3.578152 0.20 -0.08 -0.05
C -0.609845 1.480316 -3.920988 -0.03 0.11 0.15
C -1.113419 2.468615 -2.897890 -0.04 -0.01 0.01
C -0.513678 1.900280 -5.242228 -0.06 0.01 0.01
C -0.281113 -0.189034 -2.091531 -0.57 0.07 0.00
O -1.094321 -0.965588 -1.584520 0.47 0.10 -0.36
O 0.572398 0.536900 -1.442143 0.21 -0.26 0.14
H 0.004170 0.698518 -8.368182 -0.01 0.01 -0.03
H 1.076276 1.969868 -7.781352 -0.02 0.03 -0.07
H -0.656241 2.280646 -7.924124 0.01 0.01 -0.01
H 0.500855 -0.962868 -6.673959 0.02 -0.01 0.00
H 0.965432 -2.599387 -5.171949 -0.01 0.01 0.02
H -0.570739 -2.741802 -4.310941 -0.02 -0.06 0.05
H 0.890406 -2.344408 -3.421003 0.10 -0.13 0.25
H -2.203400 2.416384 -2.836825 -0.02 0.04 0.00
H -0.844255 3.485159 -3.186512 -0.04 -0.01 0.03
H -0.710900 2.268327 -1.907183 -0.12 0.08 -0.10
H -0.775346 2.926167 -5.483503 0.03 0.01 0.00
C 5.793265 0.329581 -0.501377 -0.26 -0.05 0.10
Ge 4.371387 -0.973823 0.013525 0.66 -0.13 0.10
C 4.946949 -1.757135 1.755250 -0.14 0.08 -0.20
C 4.573977 -2.375973 -1.364727 -0.28 0.22 0.19
C 2.866625 0.218346 0.464285 -1.63 -0.46 -0.07
H 6.746762 -0.182248 -0.641144 0.02 -0.02 0.03
H 5.912794 1.108340 0.254545 0.01 0.00 0.03
H 5.529020 0.820634 -1.440366 -0.02 -0.02 -0.02
H 5.819431 -2.399023 1.622402 0.02 0.00 -0.04
H 4.142051 -2.354874 2.184390 0.00 -0.04 0.00
H 5.200287 -0.969035 2.466599 0.00 0.04 -0.02
H 5.641990 -2.567002 -1.493887 0.03 0.08 0.08
H 4.151817 -2.026178 -2.304715 0.00 -0.03 -0.03
H 4.068750 -3.297450 -1.086006 -0.07 0.00 0.00
H 3.408071 1.139087 0.709351 -0.21 0.09 0.10
```
Forces are in eV/Å.